This record from the OMol25 dataset describes C55H76F9N3O27S as an isolated structure in a non-equilibrium geometry. The level of theory is ωB97M-V/def2-TZVPD.

orbital gap	7.1	eV
strongest force on any atom	6.08	eV/Å

Each line ends with the Löwdin charge.
Positions of all 171 atoms, in Å:
C1 -1.33 1.97 -7.34  -0.141
C2 -1.54 0.75 -6.28  -0.259
C3 -0.85 -0.55 -6.92  -0.223
C4 -1.63 -1.84 -6.28  -0.196
C5 -1.26 -2.01 -4.70  -0.205
C6 -2.56 -2.35 -3.82  -0.182
C7 -2.37 -1.74 -2.30  -0.183
C8 -2.77 -2.90 -1.27  -0.207
C9 -2.19 -2.73 0.23  -0.210
C10 -1.39 -1.37 0.50  -0.212
C11 0.18 -1.40 0.10  -0.213
C12 0.65 -2.70 -0.72  -0.202
C13 2.19 -2.44 -1.22  -0.205
C14 2.28 -2.19 -2.80  -0.228
C15 3.75 -1.81 -3.34  -0.210
C16 4.27 -0.55 -2.46  -0.228
C17 5.27 0.44 -3.24  -0.187
C18 6.07 1.27 -2.09  -0.206
C19 5.06 2.20 -1.20  -0.189
C20 4.96 1.48 0.24  -0.177
C21 3.88 2.11 1.24  -0.131
C22 2.88 3.28 0.92  0.041
C23 1.84 3.76 1.99  -0.079
C24 0.77 4.93 1.71  -0.215
N1 -0.57 4.64 2.35  -0.151
C25 -1.29 3.55 1.60  -0.135
C26 1.80 3.07 3.40  -0.216
N2 0.95 3.29 4.55  -0.262
S1 1.43 2.16 5.78  0.886
N3 2.74 1.27 5.07  -0.258
C27 2.78 1.89 3.77  -0.314
C28 3.81 1.45 2.66  0.009
H1 -2.26 1.98 -8.04  0.074
H2 -0.43 1.72 -8.00  0.071
H3 -1.24 2.99 -6.81  0.063
H4 -1.08 1.03 -5.25  0.110
H5 -2.67 0.59 -6.18  0.090
H6 0.26 -0.59 -6.60  0.116
H7 -0.86 -0.59 -8.06  0.106
H8 -1.38 -2.81 -6.84  0.104
H9 -2.74 -1.59 -6.36  0.095
H10 -0.69 -1.07 -4.34  0.086
H11 -0.51 -2.89 -4.66  0.109
H12 -3.47 -1.86 -4.30  0.094
H13 -2.68 -3.48 -3.78  0.109
H14 -1.29 -1.38 -2.24  0.084
H15 -3.13 -0.87 -2.19  0.101
H16 -2.45 -3.94 -1.67  0.106
H17 -3.93 -2.95 -1.21  0.102
H18 -3.11 -2.71 0.93  0.094
H19 -1.57 -3.64 0.59  0.113
H20 -1.42 -1.19 1.64  0.106
H21 -1.89 -0.43 0.05  0.109
H22 0.45 -0.44 -0.47  0.109
H23 0.79 -1.36 1.08  0.114
H24 -0.02 -2.99 -1.60  0.096
H25 0.70 -3.61 -0.02  0.108
H26 2.55 -1.54 -0.58  0.091
H27 2.86 -3.33 -0.89  0.119
H28 1.56 -1.38 -3.20  0.104
H29 1.98 -3.19 -3.32  0.113
H30 4.43 -2.73 -3.20  0.111
H31 3.77 -1.56 -4.47  0.113
H32 3.32 0.03 -2.15  0.116
H33 4.82 -0.99 -1.56  0.111
H34 6.04 -0.15 -3.86  0.111
H35 4.67 1.17 -3.88  0.111
H36 6.55 0.49 -1.38  0.080
H37 6.95 1.87 -2.51  0.098
H38 4.06 2.27 -1.75  0.101
H39 5.54 3.24 -1.08  0.119
H40 4.68 0.38 0.09  0.107
H41 5.99 1.48 0.77  0.119
H42 2.90 3.75 -0.12  0.095
H43 0.56 5.11 0.60  0.113
H44 1.09 5.95 2.15  0.126
H45 -1.18 5.48 2.29  0.059
H46 -1.51 2.65 2.30  0.082
H47 -0.63 3.16 0.73  0.082
H48 -2.28 3.96 1.17  0.086
H49 4.51 0.59 2.92  0.097
C29 10.99 0.06 -2.95  -0.068
C30 10.44 1.34 -2.41  -0.317
O1 9.10 1.01 -2.09  0.109
C31 9.13 -0.32 -1.78  -0.517
O2 8.25 -0.89 -1.20  0.157
O3 10.28 -0.91 -2.20  0.080
F1 10.42 2.30 -3.37  0.077
H50 10.79 -0.08 -4.01  0.148
H51 12.07 -0.03 -2.78  0.144
H52 10.95 1.72 -1.52  0.179
C32 7.20 1.44 3.98  -0.086
C33 8.22 1.83 5.00  -0.314
O4 9.43 1.39 4.41  0.132
C34 9.23 1.45 3.07  -0.531
O5 10.11 1.41 2.25  0.159
O6 7.91 1.57 2.76  0.071
F2 8.04 1.16 6.16  0.077
H53 6.86 0.41 4.10  0.120
H54 6.33 2.10 4.00  0.136
H55 8.28 2.90 5.19  0.177
C35 -4.95 -5.08 2.27  -0.056
C36 -5.56 -6.39 1.91  -0.319
O7 -5.84 -6.25 0.53  0.146
C37 -4.91 -5.38 0.06  -0.511
O8 -4.66 -5.23 -1.11  0.144
O9 -4.28 -4.71 1.07  0.047
F3 -6.73 -6.58 2.57  0.071
H56 -5.70 -4.32 2.51  0.151
H57 -4.25 -5.16 3.10  0.149
H58 -4.90 -7.25 2.06  0.173
C38 -6.41 -3.57 -4.05  -0.064
C39 -7.03 -4.88 -4.41  -0.321
O10 -7.32 -4.74 -5.78  0.138
C40 -6.39 -3.87 -6.26  -0.530
O11 -6.14 -3.72 -7.43  0.163
O12 -5.75 -3.21 -5.26  0.060
F4 -8.19 -5.07 -3.74  0.075
H59 -7.16 -2.81 -3.80  0.150
H60 -5.70 -3.65 -3.23  0.128
H61 -6.37 -5.74 -4.26  0.179
C41 -7.57 -10.56 5.08  -0.068
C42 -7.50 -9.22 5.74  -0.326
O13 -6.12 -8.92 5.71  0.140
C43 -5.63 -9.56 4.62  -0.531
O14 -4.56 -9.33 4.13  0.161
O15 -6.50 -10.50 4.15  0.077
F5 -7.91 -9.29 7.03  0.079
H62 -7.39 -11.38 5.78  0.149
H63 -8.52 -10.73 4.57  0.145
H64 -8.06 -8.44 5.21  0.176
C44 -5.77 2.10 -5.42  -0.069
C45 -5.18 3.23 -4.65  -0.324
O16 -5.27 2.78 -3.31  0.143
C46 -5.19 1.42 -3.38  -0.522
O17 -4.96 0.71 -2.44  0.160
O18 -5.40 0.97 -4.64  0.065
F6 -5.93 4.35 -4.77  0.077
H65 -6.86 2.15 -5.49  0.149
H66 -5.36 2.03 -6.43  0.142
H67 -4.14 3.45 -4.89  0.175
C47 -1.92 8.35 5.35  -0.058
C48 -2.97 9.25 4.79  -0.325
O19 -3.04 8.86 3.43  0.128
C49 -2.69 7.54 3.42  -0.517
O20 -2.89 6.80 2.50  0.156
O21 -2.09 7.17 4.58  0.088
F7 -2.58 10.54 4.84  0.082
H68 -0.90 8.73 5.20  0.151
H69 -2.06 8.15 6.42  0.149
H70 -3.95 9.14 5.26  0.168
C50 8.49 -3.47 4.94  -0.065
C51 7.94 -2.18 5.47  -0.310
O22 6.60 -2.51 5.80  0.144
C52 6.62 -3.84 6.12  -0.527
O23 5.74 -4.41 6.69  0.176
O24 7.78 -4.44 5.70  0.077
F8 7.92 -1.23 4.51  0.063
H71 8.28 -3.61 3.88  0.150
H72 9.56 -3.56 5.11  0.145
H73 8.45 -1.81 6.36  0.180
C53 -7.23 8.51 2.60  -0.063
C54 -6.64 9.65 3.36  -0.325
O25 -6.73 9.23 4.71  0.130
C55 -6.66 7.87 4.66  -0.538
O26 -6.43 7.18 5.61  0.168
O27 -6.87 7.40 3.40  0.081
F9 -7.38 10.78 3.22  0.081
H74 -8.32 8.57 2.53  0.149
H75 -6.82 8.42 1.60  0.147
H76 -5.59 9.87 3.11  0.166